ORCA calculation (ωB97M-V with the def2-TZVPD basis set) on a structure of composition C43H40N10O4OsS3Si at a distorted geometry.

XYZ file:
```
102
Properties=species:S:1:pos:R:3:forces:R:3
Os -0.782182 -0.732830 -0.901622 -1.454 0.508 4.586
S -2.529756 -2.004591 -2.035685 0.891 0.806 -0.306
S 0.164575 -4.588581 -0.465010 0.160 -0.270 0.297
S -0.201259 -3.193472 2.649398 0.028 0.329 -0.230
Si -5.829853 -2.707859 -2.482216 -0.265 -0.029 -0.204
O 1.551215 -4.401543 -0.128003 0.188 -0.295 0.187
O 8.226929 7.362049 4.172502 0.307 -0.262 0.059
O 0.877799 3.662632 -5.059175 0.208 -0.040 -0.227
O -0.179586 -4.820880 -1.829717 -0.249 -0.021 -0.134
N -3.245901 -0.288987 -0.270949 1.866 -0.956 -1.273
N -0.227050 -0.232976 -2.800142 0.388 0.348 -0.880
N 4.606791 2.835957 1.503582 0.425 -0.128 0.021
N 1.472196 -0.424797 -0.347948 -1.619 -0.838 -0.802
N -0.924095 -1.268848 1.084281 0.278 -0.442 -0.940
N -2.310814 -8.397639 3.259066 -0.137 -0.189 0.214
N -1.280421 3.496114 -4.411004 -0.422 0.299 0.052
N 3.060412 4.429060 1.613972 0.165 0.122 0.051
N -0.432123 1.505226 -0.220481 -0.468 -1.740 -1.020
N -0.593253 -3.162847 -0.086128 -0.412 1.372 -1.564
C -5.370772 -0.035975 0.737425 0.426 0.168 0.007
C -1.748239 -7.534094 2.389210 0.194 0.193 -0.129
C 1.120641 3.119524 0.651392 -0.103 -0.286 -0.079
C 6.612127 4.484047 2.764471 -0.395 0.154 -0.070
C 3.164496 1.056443 0.493108 -0.544 -0.058 -0.106
C 4.365908 4.083752 1.862403 -0.194 -0.271 -0.115
C 7.240839 6.643842 3.643500 -0.564 -0.491 -0.376
C -0.056625 2.992826 -4.697663 -0.020 -0.194 0.187
C 0.097328 4.081530 0.655648 -0.172 -0.224 -0.109
C 0.613356 -1.005824 -3.499909 0.130 -0.254 -0.248
C -3.756323 -1.236155 -1.068272 -0.158 -0.092 -0.095
C 1.248969 -0.560302 -4.647539 -0.095 0.182 0.029
C 0.811292 1.813595 0.180618 0.691 0.224 0.207
C -0.837319 -0.733832 2.330571 0.175 0.310 1.131
C -1.156189 3.736496 0.210612 0.343 -0.039 0.105
C 7.544804 5.299930 3.346889 0.033 0.454 0.127
C -0.491790 0.993216 -3.264681 -0.068 0.446 -0.301
C 1.830381 0.792234 0.107929 0.191 0.574 0.153
C -7.701163 -2.792439 -2.146237 0.756 0.042 -0.173
C 5.952594 7.125376 3.358748 0.496 0.271 0.226
C -0.401128 -7.155941 2.548814 -0.097 0.034 -0.124
C -0.589538 -2.567976 1.067399 0.268 -0.523 1.515
C 5.326890 4.967688 2.463730 0.369 0.649 0.356
C 2.373358 -1.383744 -0.433600 0.136 -0.529 -0.117
C 1.024112 0.733601 -5.092911 -0.197 -0.012 0.296
C 0.119356 1.527105 -4.387037 0.079 -0.230 0.216
C -4.030206 0.294891 0.620378 -0.449 0.411 0.673
C -0.578706 -5.758507 0.629793 0.560 0.929 -0.671
C 0.178246 -6.272871 1.669448 0.063 -0.159 0.138
C 5.018716 6.297494 2.780044 0.101 -0.665 -0.183
C 3.718896 -1.187400 -0.114266 0.008 0.394 0.107
C -2.495494 -6.987473 1.326557 0.130 0.080 -0.058
C -1.910542 -6.098551 0.454054 -0.162 -0.192 0.084
C 8.027844 8.727717 4.471675 -0.111 0.365 0.077
C -5.371284 -1.766546 -4.078468 -0.249 -0.463 0.562
C -5.107225 -1.589659 -1.095207 0.077 -0.254 -0.239
C 2.448701 3.338004 1.077467 0.366 -0.945 -0.258
C 3.449154 2.350812 1.013689 -0.960 1.023 0.082
C -1.376959 2.426389 -0.213117 -0.538 0.057 -0.073
C 4.122346 0.043259 0.344783 -0.214 -0.238 -0.098
C -0.464968 -1.604928 3.298582 -0.136 0.181 -0.588
C -5.039695 -4.438269 -2.475768 -0.292 0.710 0.056
C -5.903118 -0.967156 -0.143425 0.180 -0.114 -0.167
H -8.174367 -1.814252 -2.166920 0.002 0.176 -0.039
H -5.983677 0.433330 1.488307 -0.013 0.120 0.090
H -1.202863 1.581788 -2.694922 0.160 -0.105 -0.061
H 0.763794 -2.014625 -3.132097 0.017 0.009 0.042
H -3.523234 -7.288040 1.199942 -0.156 -0.001 -0.042
H -1.960036 4.455030 0.183819 -0.079 -0.003 0.004
H -3.239430 -8.751567 3.111139 0.068 -0.002 0.031
H -5.800707 -0.769774 -4.109478 -0.118 0.163 0.113
H -0.330318 -1.426618 4.346486 -0.117 0.125 0.198
H 8.533371 4.943544 3.587064 0.117 -0.063 0.004
H 4.040690 6.705618 2.568638 -0.089 0.080 -0.013
H -6.949658 -1.216795 -0.091998 -0.218 0.022 0.048
H -5.209295 -4.965679 -1.541725 -0.048 -0.010 0.204
H 2.032887 -2.364343 -0.741726 0.009 0.042 -0.046
H -1.750143 -8.830158 3.973133 -0.111 -0.022 -0.067
H 2.648647 5.330320 1.786755 0.061 -0.041 0.042
H 6.841656 3.457642 2.530272 0.090 -0.108 -0.009
H 1.932506 -1.211687 -5.167559 -0.003 -0.122 -0.034
H 1.525333 1.127362 -5.964348 0.072 0.077 -0.030
H -4.290942 -1.674103 -4.159601 0.092 -0.005 -0.038
H 8.977795 9.083137 4.862881 -0.089 0.016 -0.020
H -1.074619 0.305974 2.478274 0.002 0.110 0.063
H 5.683206 8.145844 3.581386 0.030 0.070 0.028
H -3.969888 -4.392290 -2.655773 0.182 -0.009 -0.038
H 0.169984 -7.578816 3.359986 0.117 -0.044 0.088
H -8.186870 -3.398203 -2.904255 -0.062 -0.130 -0.169
H -1.437847 4.468029 -4.635075 0.026 -0.069 -0.018
H -2.355695 2.118698 -0.553606 0.003 -0.036 -0.050
H -5.479661 -5.037331 -3.267268 -0.099 -0.069 -0.188
H -2.448706 -5.665976 -0.374867 -0.229 -0.046 -0.085
H 7.764149 9.297237 3.577325 0.032 -0.035 -0.013
H 5.148975 0.253333 0.593635 0.163 0.023 0.094
H 0.298326 5.083472 0.999338 0.004 0.146 0.028
H -2.092826 2.910503 -4.315128 0.066 -0.005 -0.149
H -3.577775 1.043990 1.256598 0.014 0.025 0.075
H 7.249268 8.858258 5.226371 0.016 -0.021 0.020
H -7.919911 -3.248537 -1.183587 0.046 -0.097 0.140
H -5.723767 -2.295967 -4.957267 -0.073 -0.163 -0.165
H 1.211379 -5.974835 1.754336 0.135 -0.047 0.118
H 4.413579 -2.000831 -0.234043 0.049 -0.140 -0.003
```
Forces are in eV/Å.

## Properties
E_HOMO (alpha / beta), eV: -11.7 / -11.7
Energy above the lowest of the compared OMol25 structures with the same formula, charge and spin, kJ/mol: 223.1
Net charge: +2
Orbital gap (alpha / beta), eV: 4.49 / 4.47
Lowest unoccupied orbital energy (alpha / beta), eV: -7.200 / -7.220